1.
64
Properties=species:S:1:pos:R:3:forces:R:3 method="wB97M-V/def2-TZVPD" charge=+2 orbital_gap_ev="5.16 / 5.96" e_lumo_ev="-9.249 / -8.449" e_above_lowest_ev=1.4765 homo_ev="-14.4076 / -14.4076" multiplicity=2
Ru 0.4807 0.7264 -2.1411 1.651 -2.368 -1.384
Cl -2.0755 1.5194 -2.0813 0.305 0.213 0.647
C -2.5189 0.7731 -3.6227 -0.147 -0.152 -0.521
Cl -1.1814 -0.3047 -4.0748 0.100 0.038 -0.131
H -2.6343 1.5562 -4.3773 0.089 -0.215 0.231
H -3.4248 0.1780 -3.4911 0.214 0.182 0.020
C 1.1795 -5.0749 0.6419 0.052 0.125 0.146
C 1.8778 -3.7108 0.7174 -0.055 -0.505 0.250
C 1.7849 -2.9933 -0.5696 -0.363 0.731 -0.410
N 1.0749 -1.9307 -0.7934 0.070 -1.019 1.908
N 1.1612 -1.4572 -2.0343 -0.378 2.293 -0.933
C 1.9582 -2.1684 -2.8244 0.211 -0.281 -0.027
N 2.1897 -1.8883 -4.0934 0.102 0.132 -0.476
S 2.6333 -3.5496 -1.9922 -0.372 0.699 -0.195
H 1.2149 -5.5622 1.6124 0.039 -0.062 0.030
H 1.6673 -5.7209 -0.0823 0.015 -0.134 -0.069
H 0.1376 -4.9606 0.3591 -0.152 -0.008 -0.068
H 2.9314 -3.8705 0.9655 -0.057 0.150 0.018
H 1.4296 -3.0994 1.4995 0.076 0.075 -0.102
H 1.9867 -0.9490 -4.4306 0.110 -0.093 0.040
H 2.8327 -2.4476 -4.6332 -0.052 0.031 0.064
F 3.6956 3.2674 -5.7164 -0.073 0.108 0.031
C 3.5103 2.0843 -5.1528 0.062 -0.239 0.093
F 3.2843 1.1783 -6.0966 -0.140 -0.107 -0.182
F 4.6229 1.7320 -4.5128 0.089 -0.038 0.185
C 2.3037 2.1056 -4.1592 0.215 1.511 -0.188
O 1.8441 0.8653 -3.9372 -1.772 -1.151 2.462
C 1.1496 2.9686 -4.7514 -0.120 -0.076 0.012
F 0.0208 2.6591 -4.0400 -0.280 0.215 0.059
F 1.3395 4.2684 -4.6484 0.082 0.084 -0.014
F 0.8825 2.6448 -6.0015 0.140 -0.031 -0.236
C 2.7415 2.7342 -2.7990 0.172 -0.298 0.309
F 3.5918 3.7236 -2.8481 0.022 0.075 -0.213
F 3.2321 1.7522 -2.0229 0.423 0.101 0.012
F 1.6317 3.1604 -2.1297 -0.253 0.204 -0.035
C -1.0106 -2.4233 2.7446 -0.208 0.154 0.150
C -2.1401 -1.4259 2.5307 0.271 -0.093 -0.233
C -2.2162 -0.9151 1.0874 -0.941 -0.093 0.505
N -0.9835 -0.3047 0.6137 0.299 0.251 -0.287
C -0.3927 0.8180 0.9799 -0.194 -0.380 -0.022
S 1.1372 1.1940 0.2343 0.295 0.049 -1.542
N -0.7983 1.6732 1.9196 0.200 0.124 -0.312
C -2.1068 1.7636 2.5394 -0.070 -0.237 0.486
O -3.0816 1.6519 1.8513 0.015 0.290 -0.190
C -2.0754 1.8648 3.9999 -0.252 0.096 0.491
C -3.3101 1.9343 4.6644 0.213 -0.007 0.063
C -3.3731 1.7722 6.0410 -0.008 0.093 -0.359
C -2.2089 1.5585 6.7665 0.076 -0.034 -0.195
C -0.9764 1.5452 6.1231 0.012 0.059 -0.181
C -0.9012 1.7041 4.7459 -0.165 -0.055 0.135
H -1.0819 -2.8407 3.7451 0.109 -0.083 0.067
H -0.0395 -1.9406 2.6511 0.137 0.008 -0.010
H -1.0774 -3.2418 2.0319 0.049 -0.145 -0.098
H -2.0252 -0.5936 3.2245 -0.095 -0.024 0.059
H -3.0940 -1.9047 2.7546 -0.074 0.116 -0.034
H -3.0376 -0.1955 1.0076 0.217 -0.292 -0.193
H -2.4178 -1.7575 0.4258 0.096 0.040 -0.085
H -0.3934 -0.9220 0.0368 0.111 0.151 0.330
H -0.1499 2.4264 2.1326 -0.102 -0.117 -0.060
H -4.2046 2.0995 4.0828 -0.090 -0.076 -0.016
H -4.3319 1.7979 6.5364 -0.034 0.026 0.051
H -2.2618 1.3889 7.8309 0.016 0.049 0.104
H -0.0722 1.3887 6.6914 0.059 0.031 0.043
H 0.0687 1.6750 4.2685 0.029 -0.092 -0.003

=====

2.
16
Properties=species:S:1:pos:R:3:forces:R:3 method="wB97M-V/def2-TZVPD" charge=0 orbital_gap_ev=10.50 e_lumo_ev=0.897 e_above_lowest_ev=4.0156 homo_ev=-9.6061
C -1.0857 1.4134 -0.9232 -0.139 -0.029 -0.249
O -0.2589 1.5705 0.2061 0.123 0.003 0.046
C -0.2745 0.4728 1.0905 -0.050 -0.220 0.159
C 0.5544 -0.7215 0.6315 -0.175 0.048 -0.494
C 1.9133 -0.4795 0.0285 -0.254 -0.373 0.568
N 0.1267 -1.9031 0.4121 0.383 0.473 -0.625
O -1.2838 -1.9696 0.1956 -0.021 -0.008 0.572
H -1.1347 2.3876 -1.4182 0.024 -0.190 0.067
H -0.6789 0.6764 -1.6331 -0.057 0.058 0.112
H -2.1025 1.1010 -0.6449 0.168 0.036 0.011
H -1.3000 0.1531 1.3122 0.149 0.020 -0.068
H 0.1829 0.8458 2.0161 -0.059 -0.146 -0.122
H 2.5728 0.1895 0.5762 0.027 -0.024 -0.039
H 1.5977 -0.0267 -0.9113 0.465 0.321 -0.171
H 2.3602 -1.4486 -0.2200 0.104 0.331 0.218
H -1.1889 -2.2610 -0.7180 -0.687 -0.299 0.017

=====

3.
39
Properties=species:S:1:pos:R:3:forces:R:3 method="wB97M-V/def2-TZVPD" charge=+1 orbital_gap_ev=9.43 e_lumo_ev=-3.089 e_above_lowest_ev=0.2136 homo_ev=-12.5176
C -4.6929 -0.3535 0.7803 0.212 0.065 -0.034
C -3.3228 0.2781 0.9655 -0.585 0.184 0.326
N -2.2790 -0.2830 0.0716 0.543 0.385 0.090
C -2.5782 -0.1526 -1.3784 -0.114 0.224 -0.694
C -2.7584 1.2959 -1.7990 -0.005 -0.128 0.109
C -1.8897 -1.6719 0.4252 0.553 -0.588 0.074
C -0.3859 -1.7202 0.6919 -0.173 0.006 0.238
O 0.2393 -1.0569 -0.3938 0.282 -0.155 -0.202
C 1.5762 -0.7521 -0.2070 0.078 0.136 0.074
C 2.5235 -1.7484 -0.3862 -0.265 0.017 -0.019
C 3.8712 -1.4638 -0.2633 -0.083 0.145 0.064
C 4.2757 -0.1729 0.0394 0.110 -0.015 -0.001
C 3.3385 0.8249 0.2127 -0.184 -0.051 -0.014
C 1.9669 0.5653 0.1013 -0.070 -0.598 -0.074
C 0.9745 1.6385 0.3078 -0.026 0.146 0.035
C 1.4759 3.0482 0.3773 -0.264 0.194 -0.001
O -0.2266 1.4219 0.4293 0.121 0.263 0.105
H -5.3574 0.0216 1.5535 -0.039 0.019 0.055
H -5.1293 -0.0960 -0.1802 -0.062 0.000 -0.100
H -4.6551 -1.4359 0.8698 -0.041 -0.130 0.011
H -2.9794 0.1349 1.9922 0.124 0.025 -0.111
H -3.3774 1.3515 0.7832 0.142 -0.067 0.013
H -1.4133 0.3135 0.2110 -0.345 -0.291 -0.017
H -3.4658 -0.7415 -1.6151 0.114 -0.083 0.104
H -1.7210 -0.5740 -1.9069 -0.098 -0.087 0.159
H -2.7701 1.3503 -2.8838 -0.015 -0.021 -0.078
H -1.9303 1.9016 -1.4395 0.051 0.108 0.013
H -3.6917 1.7176 -1.4376 -0.087 0.074 0.036
H -2.4241 -2.0040 1.3150 -0.027 0.060 -0.080
H -2.1394 -2.3386 -0.4011 -0.079 0.108 0.046
H -0.0478 -2.7605 0.7734 -0.090 0.123 0.016
H -0.1486 -1.2033 1.6324 -0.010 -0.036 -0.108
H 2.1919 -2.7449 -0.6354 -0.053 -0.096 -0.053
H 4.6011 -2.2451 -0.4060 0.068 -0.074 -0.017
H 5.3251 0.0557 0.1370 0.089 0.029 0.011
H 3.6791 1.8186 0.4518 0.014 0.119 0.006
H 0.6282 3.7287 0.4147 0.016 -0.048 0.002
H 2.0716 3.1893 1.2775 0.098 0.014 0.047
H 2.0948 3.2822 -0.4855 0.100 0.025 -0.029

=====

4.
12
Properties=species:S:1:pos:R:3:forces:R:3 method="wB97M-V/def2-TZVPD" charge=0 orbital_gap_ev=10.62 e_lumo_ev=0.836 e_above_lowest_ev=1.9708 homo_ev=-9.7888
C 1.8567 -1.3950 -0.7569 -0.175 0.418 0.323
C 1.1086 -0.6416 -0.1856 0.268 -0.429 -0.256
C -0.0418 0.0073 0.4608 -0.105 -0.018 -0.021
C -0.2049 1.5210 0.3244 0.022 -0.013 0.005
C -1.2059 -0.7511 -0.1788 -0.305 0.054 -0.338
O -1.8149 -0.3550 -1.1365 0.095 -0.033 0.392
H 2.5476 -2.0530 -1.2336 -0.041 0.151 0.021
H -0.0239 -0.2729 1.5179 0.049 0.038 0.018
H 0.6461 2.0513 0.7604 -0.083 -0.106 -0.147
H -0.3386 1.8138 -0.7198 0.109 -0.072 0.163
H -1.1060 1.8129 0.8749 0.146 0.016 -0.121
H -1.4232 -1.7377 0.2729 0.021 -0.006 -0.040

=====

5.
13
Properties=species:S:1:pos:R:3:forces:R:3 method="wB97M-V/def2-TZVPD" charge=+1 orbital_gap_ev=9.65 e_lumo_ev=-4.110 e_above_lowest_ev=3.8521 homo_ev=-13.7610
C 1.1006 0.3750 -0.9033 -1.281 1.521 3.629
N 0.8630 0.7003 0.3886 -0.314 -4.273 -3.419
N 0.4215 -0.6049 -1.3708 -0.749 -0.370 -0.050
N -0.0461 -0.2047 0.9693 -0.070 -0.698 1.121
Si -0.6956 -1.4026 -0.2283 0.743 0.920 -0.290
H 1.7069 0.9659 -1.4660 1.839 1.586 -1.460
H -1.5551 1.9964 1.8065 0.793 -0.617 -0.355
H 1.0393 1.5324 0.8322 0.734 2.311 1.049
H 0.5638 -0.8744 -2.3166 0.220 -0.244 -0.725
H -1.0515 1.4693 1.5320 -1.304 1.250 0.539
H -0.0168 -0.0859 2.0120 -0.274 -0.795 -1.660
H -2.1252 -1.1615 -0.5058 0.142 -0.148 0.333
H -0.2048 -2.7053 -0.7499 -0.479 -0.444 1.288

=====

6.
154
Properties=species:S:1:pos:R:3:forces:R:3 method="wB97M-V/def2-TZVPD" charge=+1 orbital_gap_ev=6.69 e_lumo_ev=-3.569 e_above_lowest_ev=18.7856 homo_ev=-10.2613
C 2.3268 -6.7462 -1.1447 1.102 2.563 -1.104
C 2.7866 -5.5681 -1.9344 -1.112 -1.838 0.996
C 3.1309 -4.0718 -1.3436 2.820 -2.466 1.363
C 2.1605 -2.8496 -1.8354 2.035 -1.227 0.029
P 2.0891 -2.9637 -3.7832 -2.419 4.336 -7.542
O 1.2801 -1.7251 -4.4286 3.232 -4.837 3.592
O 3.6301 -3.0163 -4.5755 -2.121 -2.312 3.296
O 1.2736 -4.3609 -4.4301 2.149 1.314 1.009
N 0.6882 -3.0831 -1.4533 -1.345 -0.138 -1.686
P 0.3635 -4.1046 -0.0143 0.786 -3.389 3.919
C -0.5071 -3.2367 1.4081 -2.407 1.397 0.437
C -0.8173 -5.5798 -0.4912 -1.122 1.651 -2.131
C -0.2335 -1.9103 -1.6304 -2.841 2.219 -2.182
C 0.4051 -0.4217 -1.5211 -3.414 1.430 0.083
C -0.1522 0.2345 -0.1044 -1.795 1.463 -0.541
C -1.7631 0.9335 -0.4266 -2.918 -1.037 -0.573
C -2.8489 0.8610 0.9193 2.405 -1.517 -0.255
O -2.9489 -0.0696 -0.4390 5.774 2.522 0.107
O -0.3136 0.3837 -2.5730 2.802 -1.071 1.495
C 0.4436 1.5776 -2.9445 -0.140 2.144 -1.715
C -0.6293 2.5700 -3.7607 0.601 0.588 -1.070
O -2.0150 2.0900 -3.7261 1.642 0.429 -0.767
C -2.4991 1.6325 -5.0337 -1.485 0.104 0.291
C -4.1256 1.3134 -4.8268 0.129 -0.228 -0.231
O 1.7938 -0.2735 -1.8010 1.016 -2.487 2.080
C 2.7182 -1.3312 -1.3642 -0.014 0.727 -1.880
C 4.0433 -0.8296 -2.2657 3.289 3.327 -1.757
F 3.6196 -0.1599 -3.5570 1.577 -3.235 4.444
F 4.7626 0.3359 -1.6162 -2.690 -3.803 -1.318
F 5.1324 -1.7768 -2.4441 -3.974 2.684 0.243
C 3.2154 -1.2550 0.1850 0.968 -2.477 3.387
F 4.6201 -1.7947 0.3821 -4.184 1.891 -1.198
F 2.4692 -2.1675 1.1378 1.641 2.359 -3.395
C 3.1528 0.1379 1.0079 -0.694 3.280 2.476
F 2.9170 1.3973 0.2994 0.638 -4.256 1.605
F 2.0879 0.1049 2.0884 3.046 -0.206 -3.665
C 4.5203 0.4582 1.9293 0.709 2.130 1.905
F 5.7075 0.8050 1.1228 -4.104 -1.748 3.042
F 4.1523 1.7396 2.6477 1.151 -4.491 -2.353
F 4.7418 -0.5296 3.0078 -0.413 3.355 -4.253
H 2.9342 -7.1211 -0.1897 -2.243 1.622 -1.439
H 1.3249 -7.2775 -1.4524 2.954 0.061 -0.118
H 2.9979 -5.7599 -3.0817 -1.637 0.758 2.192
H 4.2782 -3.9517 -1.6523 -2.587 0.748 0.383
H 3.2009 -4.2121 -0.1611 -0.541 0.724 -2.656
H 4.0595 -3.8799 -4.2424 -0.408 1.758 -0.855
H 1.6851 -4.6744 -5.3008 -0.555 0.863 1.688
H 0.3422 -3.7826 -2.1864 0.534 0.879 0.909
H 0.0465 -2.3475 1.9256 -0.677 -1.863 -1.143
H -0.7595 -4.0413 2.2450 0.826 1.382 -2.022
H -1.5648 -2.8076 1.0652 2.028 -0.829 0.841
H -0.9168 -5.5005 -1.6760 0.052 -0.337 2.202
H -0.3605 -6.6257 -0.2326 -0.756 2.467 -0.102
H -1.9019 -5.4030 -0.0721 2.156 -0.425 -0.709
H -1.1961 -1.9259 -0.9235 2.437 -0.217 -1.234
H -0.7090 -1.9926 -2.7255 1.341 0.430 2.300
H -0.3021 -0.5540 0.7386 0.471 1.597 -1.470
H 0.3893 1.2204 0.2128 -0.614 -2.125 -0.527
H -1.8028 1.9652 -1.1436 -0.083 -3.244 2.138
H -3.3570 -0.0691 1.3727 -0.695 2.283 0.084
H -1.8684 0.6851 1.5789 -0.929 -0.999 -0.881
H 0.8355 2.2192 -2.0477 -0.719 -1.708 -1.524
H 1.3079 1.3845 -3.7453 -1.784 -0.077 2.077
H -0.2815 2.6542 -4.8997 -0.683 -0.360 2.417
H -0.5306 3.6828 -3.3399 -0.489 -2.588 -0.606
H -1.9503 0.6404 -5.3335 -0.849 1.944 0.360
H -2.3980 2.5066 -5.8042 0.066 -1.951 1.387
H -4.7759 1.9742 -5.5757 1.536 -1.595 1.624
H -4.4920 1.5537 -3.7253 1.047 -0.521 -2.311
H -4.2929 0.1508 -5.0342 0.131 2.596 0.434
O -0.2383 -8.0890 0.4804 -0.693 -0.826 1.497
C -0.9932 -8.4352 1.3842 0.400 0.002 0.012
O -1.3651 -7.5547 2.3399 0.481 0.254 -1.089
C -2.3558 -7.8134 3.3510 -0.246 -0.250 0.493
C -1.7585 -8.5828 4.5138 0.210 -0.185 -0.072
C -1.4491 -9.8613 1.4906 -0.548 -0.179 -0.257
H -3.2340 -8.3063 2.9209 0.218 -0.010 -0.022
H -2.6962 -6.8344 3.7091 0.242 -0.111 -0.339
H -1.3793 -9.5600 4.2002 -0.160 0.079 0.048
H -2.5046 -8.7387 5.2964 0.059 0.056 -0.085
H -0.9096 -8.0382 4.9353 -0.164 0.040 -0.004
H -0.6476 -10.4597 1.9350 -0.109 0.107 -0.103
H -1.6659 -10.2325 0.4855 0.310 0.036 0.118
H -2.3626 -9.9941 2.0681 0.182 0.036 0.132
O -2.1662 0.3605 7.1859 1.556 0.848 -1.492
C -1.2987 0.9798 6.5771 -1.075 -0.838 1.182
O -0.8711 0.5493 5.3693 -0.483 -0.282 -0.227
C 0.0261 1.2767 4.5112 0.235 0.041 0.158
C 1.4695 1.0599 4.9241 0.087 0.063 0.264
C -0.6397 2.1764 7.1990 -0.109 0.642 -0.108
H -0.2489 2.3357 4.4656 0.034 -0.111 0.130
H -0.1191 0.8766 3.5005 -0.225 -0.063 0.287
H 1.6583 1.4204 5.9397 -0.043 0.050 -0.161
H 2.1472 1.5801 4.2433 -0.066 -0.063 0.055
H 1.7110 -0.0062 4.9204 -0.041 0.084 -0.116
H 0.1123 1.8360 7.9178 -0.152 0.060 -0.095
H -1.4023 2.7614 7.7197 0.130 -0.293 0.111
H -0.1750 2.8509 6.4815 0.148 -0.127 0.035
O -3.5744 2.9760 -7.5014 0.616 -1.105 -1.879
C -3.4174 2.2087 -8.4465 -0.350 1.071 0.898
O -2.2203 2.1256 -9.0686 0.167 0.174 0.604
C -1.8892 1.1587 -10.0815 -0.093 -0.021 -0.258
C -2.3887 1.6040 -11.4428 -0.241 0.119 -0.030
C -4.5724 1.4123 -8.9801 -0.163 -0.622 0.115
H -2.2464 0.1619 -9.8024 -0.087 0.168 -0.012
H -0.7945 1.0982 -10.1062 -0.258 0.190 0.269
H -3.4780 1.7049 -11.4609 0.130 -0.123 -0.006
H -2.0971 0.8869 -12.2136 0.009 0.056 0.063
H -1.9792 2.5851 -11.6969 0.072 -0.147 0.040
H -5.1899 2.0587 -9.6116 0.090 -0.099 0.134
H -5.1665 1.0535 -8.1355 -0.002 0.311 -0.093
H -4.2797 0.5281 -9.5443 0.008 0.152 -0.140
O 6.1181 8.4504 3.5391 0.205 -2.277 -0.637
C 6.3942 7.2647 3.3827 -0.351 1.774 0.557
O 5.7055 6.5133 2.4949 -0.199 0.355 -0.412
C 6.0431 5.1632 2.1288 -0.001 -0.097 0.246
C 5.5058 4.1734 3.1449 0.215 0.062 0.236
C 7.4435 6.6091 4.2324 0.635 -0.153 -0.130
H 7.1207 5.0607 1.9635 -0.116 0.048 0.136
H 5.5634 4.9755 1.1607 0.052 0.335 0.180
H 5.9367 4.3379 4.1370 0.040 -0.028 -0.153
H 5.7284 3.1485 2.8392 0.055 0.344 0.058
H 4.4237 4.2856 3.2511 0.071 -0.038 -0.128
H 7.0148 6.3768 5.2124 0.084 0.070 -0.153
H 8.2762 7.3065 4.3556 -0.306 0.023 0.151
H 7.8654 5.7040 3.7983 -0.155 -0.073 0.097
O -0.0255 3.7012 -0.8159 0.524 1.659 0.489
C 0.4736 4.7394 -0.3920 -0.250 -0.479 -0.579
O 0.3835 5.8832 -1.1065 -0.524 -0.896 -0.008
C 0.7997 7.1778 -0.6359 0.327 0.319 0.098
C 2.2937 7.3679 -0.8163 0.155 -0.213 0.029
C 1.2628 4.7385 0.8847 -0.186 0.175 0.608
H 0.4713 7.3431 0.3956 0.087 -0.153 -0.101
H 0.2701 7.9159 -1.2502 -0.052 -0.443 0.042
H 2.8673 6.6347 -0.2414 -0.067 0.165 0.048
H 2.5962 8.3678 -0.4968 -0.043 -0.090 -0.033
H 2.5716 7.2304 -1.8645 -0.111 0.113 0.064
H 2.2636 4.3427 0.6851 -0.143 0.044 0.028
H 0.7542 4.0945 1.6070 0.141 -0.122 -0.232
H 1.3479 5.7167 1.3555 0.161 -0.017 -0.154
O -8.4511 -1.1266 4.8196 1.406 1.684 0.383
C -7.7704 -0.2005 5.2504 -0.826 -1.379 -0.423
O -6.8343 0.3819 4.4684 -0.311 -0.171 -0.437
C -6.0915 1.5628 4.8213 0.180 0.051 0.189
C -4.9101 1.2176 5.7079 -0.106 -0.203 0.127
C -7.9078 0.2455 6.6770 -0.335 0.518 0.278
H -6.7478 2.3201 5.2627 0.023 -0.181 0.033
H -5.7193 1.9873 3.8812 -0.282 -0.300 0.052
H -5.2305 0.7648 6.6509 0.080 0.158 -0.086
H -4.3263 2.1121 5.9371 -0.031 -0.055 -0.025
H -4.2633 0.4879 5.2141 -0.028 0.148 0.009
H -7.3630 -0.4508 7.3223 -0.110 0.108 -0.108
H -8.9679 0.2352 6.9435 0.192 -0.273 -0.042
H -7.5569 1.2597 6.8614 0.174 -0.115 0.019